Entry from the OMol25 dataset: a single C5H9NO molecule at a distorted geometry (ωB97M-V/def2-TZVPD).

ORCA input file:
```
! wB97M-V def2-TZVPD RIJCOSX def2/J DEFGRID3
* xyz 0 1
C 0.02021 -1.38944 -1.16733
C -0.09073 -0.38726 -0.05226
C -0.49800 1.48760 -0.89715
C -0.18001 -0.90531 1.38729
O 0.26408 0.23641 2.14830
C 0.92383 1.05200 1.26073
N 0.81449 0.69600 0.02446
H 0.25727 -0.89018 -2.11249
H -0.90470 -1.96804 -1.32001
H 0.81904 -2.13337 -0.98504
H -1.33146 1.74518 -0.23778
H 0.08357 2.40700 -1.10787
H -0.78167 1.02485 -1.84947
H -1.17561 -1.19912 1.74565
H 0.49712 -1.77312 1.59267
H 1.26959 2.02026 1.59559
*
```

Results
- largest force on an atom (Eh/bohr) = 0.025
- highest occupied orbital energy (alpha / beta) (eV) = -6.6 / -6.4
- gap between HOMO and LUMO (alpha / beta) (eV) = 7.186 / 7.037
- calculated total energy (Ha) = -325.7283
- energy above the lowest of the compared OMol25 structures with the same formula, charge and spin (kcal/mol) = 131.31

Atom charges from the natural (NBO) analysis, given in e for atoms 1 to 5:
1. C -0.6506
2. C 0.0761
3. C -0.4039
4. C -0.1199
5. O -0.4962

Entry from the OMol25 dataset: a 2-piece molecular cluster, C5H9NO overall at a distorted geometry (ωB97M-V/def2-TZVPD).

ORCA input file:
```
! wB97M-V def2-TZVPD RIJCOSX def2/J DEFGRID3
* xyz 0 1
N 1.69559 -1.03769 -0.65281
O 2.24593 0.09442 -0.18246
H 1.20373 -0.88328 -1.62653
H 2.56175 -1.57764 -0.86417
H 1.22104 -1.56630 0.10670
C -2.28840 -1.84047 -1.20055
C -1.92886 -1.18670 -0.24890
C -1.34757 -0.37342 0.75030
C -0.72638 0.75724 0.60283
C -0.36271 1.42804 -0.62152
H -2.89575 -2.33993 -2.02091
H -1.35190 -0.82581 1.76276
H -0.26543 1.28082 1.57994
H -0.70719 2.44500 -0.69116
H -0.68944 0.82449 -1.53292
H 0.70907 1.37314 -0.69301
*
```

Results
- largest force on an atom (Eh/bohr) = 0.087
- highest occupied orbital energy (eV) = -8.6
- gap between HOMO and LUMO (eV) = 9.181
- SMILES string = [NH3+][O-].C#C/C=C\C
- calculated total energy (Ha) = -325.6951
- energy above the lowest of the compared OMol25 structures with the same formula, charge and spin (kcal/mol) = 152.17

Atom charges from the natural (NBO) analysis, given in e for atoms 1 to 5:
1. N -0.3874
2. O -0.7405
3. H 0.3770
4. H 0.3866
5. H 0.3889

Entry from the OMol25 dataset: a single C5H9NO molecule (ωB97M-V/def2-TZVPD).

ORCA input file:
```
! wB97M-V def2-TZVPD RIJCOSX def2/J DEFGRID3
* xyz 0 1
C 1.45272 0.83472 0.14061
C 0.18421 -0.00638 0.09497
C 0.20411 -1.15546 1.09595
C -1.15970 0.78211 0.04951
N -1.39055 0.18857 -1.26513
C -0.20591 -0.49558 -1.31509
O 0.30435 -1.21275 -2.14101
H 2.32109 0.21899 -0.11724
H 1.61386 1.24812 1.14383
H 1.40662 1.66758 -0.57052
H 1.03729 -1.83279 0.88312
H -0.72260 -1.73803 1.04564
H 0.31808 -0.77613 2.11672
H -1.89272 0.49415 0.81287
H -1.05113 1.87380 0.03010
H -2.15948 0.24986 -1.91774
*
```

Results
- largest force on an atom (Eh/bohr) = 0.009
- highest occupied orbital energy (eV) = -9.6
- gap between HOMO and LUMO (eV) = 10.450
- SMILES string = CC1(C)CNC1=O
- calculated total energy (Ha) = -325.9120
- energy above the lowest of the compared OMol25 structures with the same formula, charge and spin (kcal/mol) = 16.05

Atom charges from the natural (NBO) analysis, given in e for atoms 1 to 5:
1. C -0.6023
2. C -0.1417
3. C -0.6001
4. C -0.1980
5. N -0.6276

Entry from the OMol25 dataset: C5H9NO as an isolated structure at a distorted geometry (ωB97M-V/def2-TZVPD).

ORCA input file:
```
! wB97M-V def2-TZVPD RIJCOSX def2/J DEFGRID3
* xyz 0 1
C -1.97493 -0.40375 -0.08050
C -0.44865 -0.42075 -0.31288
C 0.26151 0.89533 -0.37270
C 1.74026 0.73087 -0.09983
O 2.24707 -0.18770 -1.04910
C -0.86994 -0.93231 0.91926
N -1.02600 -1.42171 2.08268
H -2.42318 0.59132 0.01677
H -2.00626 -1.20166 1.74147
H -2.56964 -1.04876 -0.73313
H -0.13054 -1.18061 -1.01112
H 0.08829 1.29407 -1.37419
H -0.17176 1.59808 0.35219
H 1.88325 0.35951 0.92747
H 2.23593 1.70727 -0.17996
H 3.16460 -0.37920 -0.82642
*
```

Results
- largest force on an atom (Eh/bohr) = 0.073
- highest occupied orbital energy (eV) = -8.9
- gap between HOMO and LUMO (eV) = 9.706
- calculated total energy (Ha) = -325.7742
- energy above the lowest of the compared OMol25 structures with the same formula, charge and spin (kcal/mol) = 102.49

Atom charges from the natural (NBO) analysis, given in e for atoms 1 to 5:
1. C -0.6000
2. C -0.2693
3. C -0.4042
4. C -0.0600
5. O -0.7268

Entry from the OMol25 dataset: a 2-piece molecular cluster, C5H9NO overall at a distorted geometry (ωB97M-V/def2-TZVPD).

ORCA input file:
```
! wB97M-V def2-TZVPD RIJCOSX def2/J DEFGRID3
* xyz 0 1
C -0.30734 -1.36195 0.56858
C -1.38748 -0.71433 0.11573
C -1.54367 0.72824 -0.30813
C -2.53326 -1.53032 -0.18826
N -3.41571 -2.20331 -0.51610
H -0.32439 -2.41159 0.84040
H 0.65566 -0.88988 0.66268
H -2.47593 1.14441 0.10191
H -0.68468 1.32530 -0.00124
H -1.61665 0.76335 -1.40217
C 2.46888 0.76595 -0.29564
O 1.47767 0.87295 0.72708
H 2.74161 1.73291 -0.74205
H 2.00650 0.14915 -1.09016
H 3.38043 0.21698 -0.00324
H 1.55834 1.41213 1.53064
*
```

Results
- largest force on an atom (Eh/bohr) = 0.026
- highest occupied orbital energy (eV) = -9.7
- gap between HOMO and LUMO (eV) = 10.202
- SMILES string = C=C(C)C#N.CO
- calculated total energy (Ha) = -325.8461
- energy above the lowest of the compared OMol25 structures with the same formula, charge and spin (kcal/mol) = 57.40

Atom charges from the natural (NBO) analysis, given in e for atoms 1 to 5:
1. C -0.3120
2. C -0.1296
3. C -0.6362
4. C 0.2611
5. N -0.3262

Entry from the OMol25 dataset: a single C5H9NO molecule at a distorted geometry (ωB97M-V/def2-TZVPD).

ORCA input file:
```
! wB97M-V def2-TZVPD RIJCOSX def2/J DEFGRID3
* xyz 0 1
C -1.43544 -0.35196 -0.92396
C -0.11640 -0.07953 -0.16709
C 1.17445 -0.86395 -0.79220
C -0.10373 1.45340 0.33589
O 0.49174 1.35625 1.63609
C 0.47250 0.03169 1.92001
N -0.00901 -0.78732 1.10226
H -1.46581 -1.41910 -1.13949
H -1.52701 0.20324 -1.87039
H -2.32768 -0.11003 -0.32356
H 1.81639 -0.15324 -1.27457
H 1.84351 -1.44847 -0.09673
H 0.85007 -1.64363 -1.48886
H 0.48198 2.18226 -0.21994
H -1.11725 1.88675 0.48234
H 0.96366 -0.25750 2.83136
*
```

Results
- largest force on an atom (Eh/bohr) = 0.031
- highest occupied orbital energy (eV) = -9.2
- gap between HOMO and LUMO (eV) = 10.124
- SMILES string = CC1(C)COC=N1
- calculated total energy (Ha) = -325.8609
- energy above the lowest of the compared OMol25 structures with the same formula, charge and spin (kcal/mol) = 48.13

Atom charges from the natural (NBO) analysis, given in e for atoms 1 to 5:
1. C -0.6168
2. C 0.0750
3. C -0.6098
4. C -0.1029
5. O -0.5004

Entry from the OMol25 dataset: a single C5H9NO molecule (ωB97M-V/def2-TZVPD).

ORCA input file:
```
! wB97M-V def2-TZVPD RIJCOSX def2/J DEFGRID3
* xyz 0 1
H 0.43823 2.18580 1.13927
N 1.07519 1.80073 0.44131
C 1.12427 0.54351 0.37810
C 1.90558 -0.20640 -0.64687
O 0.47686 -0.40036 1.21519
C -0.85178 -0.13515 0.87510
C -1.75015 -1.05969 0.14883
C -1.14713 0.09651 -0.59357
H 2.90400 -0.30613 -0.22714
H 1.47119 -1.20293 -0.75724
H 1.95192 0.30005 -1.61328
H -1.29795 0.58238 1.55790
H -1.36470 -2.03779 -0.11779
H -2.79916 -0.99321 0.39755
H -0.44950 -0.17455 -1.38651
H -1.68686 1.00723 -0.81084
*
```

Results
- largest force on an atom (Eh/bohr) = 0.018
- highest occupied orbital energy (eV) = -9.9
- gap between HOMO and LUMO (eV) = 11.028
- SMILES string = [H]/N=C(/C)OC1CC1
- calculated total energy (Ha) = -325.8334
- energy above the lowest of the compared OMol25 structures with the same formula, charge and spin (kcal/mol) = 65.37

Atom charges from the natural (NBO) analysis, given in e for atoms 1 to 5:
1. H 0.3487
2. N -0.6827
3. C 0.5989
4. C -0.7001
5. O -0.5355